ORCA calculation (ωB97M-V/def2-TZVPD) on a structure of composition C4H9N3O at a distorted geometry.

Kohn-Sham gap = 9.5837 eV
Energy above the lowest of the compared OMol25 structures with the same formula, charge and spin = 275.9 kcal/mol
HOMO energy = -9.06 eV
Total charge = 0

The geometry in XYZ format:
```
17
C4H9N3O (ωB97M-V/def2-TZVPD)
N 1.6530 -1.5127 -0.4402
H 2.0151 -0.0619 -1.3984
N 1.8717 -0.1111 -0.2723
C -1.3751 0.0253 0.5949
H 0.1066 0.7402 2.2128
H -0.9091 0.4101 -1.7361
O -1.6780 -1.3137 -0.3473
C 0.1445 0.1143 1.0038
H 0.6281 -1.1717 1.0685
C -1.7931 0.2762 -0.7755
H -2.0879 0.3458 1.4953
N 0.7382 1.9667 -0.4528
H -2.9360 0.7979 -1.1719
H -0.3504 2.2565 -0.3100
C 0.9790 0.8438 0.0972
H 0.4647 -1.6298 0.0029
H 2.5286 -1.9760 0.4292
```

Atomic partial charges in e from the natural (NBO) method, atoms 1 to 6: -0.62, 0.41, -0.50, 0.00, 0.25, 0.24



ORCA calculation (ωB97M-V/def2-TZVPD) on a structure of composition C39H37F2N11O4PbS2.

Kohn-Sham gap = 6.7091 eV
Energy above the lowest of the compared OMol25 structures with the same formula, charge and spin = 37.0 kcal/mol
HOMO energy = -6.68 eV
Total charge = 0

The geometry in XYZ format:
```
96
C39H37F2N11O4PbS2 (ωB97M-V/def2-TZVPD)
C 0.2357 4.8765 4.7941
F 1.5387 1.5434 2.8289
H -5.7090 -3.9091 2.9696
C -1.3405 2.0157 -3.5156
C 0.1717 0.0369 -3.1624
Pb -0.0104 -0.2498 0.5794
C 2.2199 -2.8099 -0.6463
N -2.7835 -0.0682 0.7250
H -5.0713 -5.4862 3.4496
C -1.6203 -1.9352 6.3351
H 0.6276 4.5612 5.7545
H 2.9206 1.4745 -1.3633
C -3.8205 -3.8267 3.9523
N 1.2316 1.8070 -0.2468
C -5.3959 0.6686 1.3092
H -5.0676 -0.3778 3.1692
C 2.3404 -1.5257 -3.7280
H 3.3296 0.2784 -4.3542
C 3.3649 -3.5475 -0.9216
N 0.5886 4.0698 0.1525
H -4.0738 -3.1292 5.9455
C -2.4174 2.7764 -3.0875
C -0.8335 4.3684 2.7098
H 5.1678 -7.1523 -2.9299
H -0.7662 2.3062 -4.3851
H -3.9379 2.9766 -1.5957
C 2.4220 -0.1619 -3.9605
N 2.2492 -1.6010 -0.0999
C 4.5916 -2.9924 -0.5727
C 0.3933 2.7395 0.2976
N 4.2953 -5.5420 -1.9731
N -1.2935 -2.7147 4.0905
H 3.1777 -2.1828 -3.9255
H 0.4111 0.1061 3.6273
O -2.4919 3.9262 0.7508
C -5.1659 -4.4423 3.7525
H -6.4110 0.9712 1.5351
C -3.4176 -3.2048 5.0912
O -2.4270 2.3619 2.6510
C -1.6995 -3.2938 2.9318
N 0.7944 7.1679 5.3343
C -2.7738 1.1750 -1.3555
O 3.2970 -6.9360 -3.6262
H -0.3884 2.9042 4.1968
H -1.8281 -2.5011 7.2446
C 0.2918 6.2262 4.4391
C 1.1471 -2.0319 -3.2334
C 2.2647 2.2387 -0.9550
H 5.5653 -1.2900 0.3079
H -0.1839 7.6782 2.9321
F 2.1760 -0.5697 2.9739
C 1.6173 4.4587 -0.5767
H -3.2225 -4.2956 2.0373
H 1.7398 5.5344 -0.6786
H 2.4317 -6.6843 -3.2767
H -2.1329 -0.9725 6.4122
C 3.1830 -4.9003 -1.5383
C -1.0191 0.8645 -2.8043
H -5.7432 -4.3930 4.6720
H 1.0276 -3.0994 -3.0675
C -4.6648 -0.0856 2.2075
H -2.7499 -0.9866 2.5504
N -0.6305 2.2139 0.9936
H 3.3428 3.9208 -1.7747
N 0.0899 -1.2776 -2.9483
C 1.3228 0.6318 -3.6809
H 1.2445 -3.2243 -0.8845
C 4.1886 -6.8751 -2.5494
C 1.0466 0.2338 2.7418
H -0.5523 -1.7545 6.2438
C -3.3667 -0.4230 1.8638
H 1.3618 1.7013 -3.8397
N -1.7319 0.4595 -1.7592
S -0.8168 -3.2900 1.5268
C -0.7819 5.7039 2.3431
C 2.5081 3.5787 -1.1804
H 5.5205 -3.5293 -0.7213
C 3.4301 -1.0728 0.2250
H -2.6708 3.7000 -3.5920
N -2.9543 -3.8788 2.9167
C 4.6268 -1.7358 0.0064
H -1.1823 5.9957 1.3814
H 3.9021 -7.5684 -1.7552
C -0.2218 6.6287 3.2032
H 1.1159 8.0301 4.9293
H 5.1756 -5.0642 -2.0143
H 3.4088 -0.0958 0.6990
H -5.3537 1.6385 -0.5969
C -3.1468 2.3592 -1.9908
C -0.3296 3.9529 3.9350
C -3.4782 0.6953 -0.1300
O 2.0749 -5.4096 -1.6436
C -4.7987 1.0561 0.1242
H 1.4088 6.8049 6.0427
S -1.7066 3.1943 1.7175
C -2.1104 -2.6543 5.1185
```

Atomic partial charges in e from the Mulliken method, atoms 1 to 6: -0.91, -0.33, 0.35, -0.47, 0.72, 1.40



ORCA calculation (ωB97M-V/def2-TZVPD) on a structure of composition C5H10O3 at a distorted geometry.

Kohn-Sham gap (alpha / beta) = 7.7961 / 7.1588 eV
Energy above the lowest of the compared OMol25 structures with the same formula, charge and spin = 131.1 kcal/mol
HOMO energy (alpha / beta) = -9.62 / -8.69 eV
Total charge = 0

The geometry in XYZ format:
```
18
C5H10O3 (ωB97M-V/def2-TZVPD)
H -0.4306 0.8803 -3.4939
H -0.8712 1.8413 0.4055
C 0.8539 0.6081 1.9277
H -1.2428 -0.2910 -2.4032
H 0.9304 -2.1584 1.2456
H 1.1338 1.6336 1.6880
C -1.0038 0.8399 -0.0212
H 1.6978 0.1185 2.4170
O 1.2343 0.0901 -0.3871
C 0.0787 -1.5972 0.8550
H 0.0166 0.6120 2.6283
C 0.4861 -0.1448 0.6501
H -0.7502 -1.6680 1.5596
O -0.0506 1.1342 -1.4987
C -0.3251 0.2830 -2.5832
H 0.5063 -0.4184 -2.7083
H -0.2197 -2.0433 -0.0914
O -2.0437 0.2801 -0.1898
```

Atomic partial charges in e from the natural (NBO) method, atoms 1 to 6: 0.18, 0.19, -0.67, 0.19, 0.23, 0.23



ORCA calculation (ωB97M-V/def2-TZVPD) on a cluster of 2 separate species, C8H13NO3S in total at a distorted geometry.

Kohn-Sham gap = 8.1362 eV
Energy above the lowest of the compared OMol25 structures with the same formula, charge and spin = 162.8 kcal/mol
HOMO energy = -8.74 eV
Total charge = 0

The geometry in XYZ format:
```
26
C8H13NO3S (ωB97M-V/def2-TZVPD)
O -0.8053 3.4602 1.5353
C -1.9044 -3.3585 -1.6759
H -1.8392 -0.7376 -1.2861
H -1.8924 -4.4072 -1.5563
H -0.0257 -3.1662 -2.2985
C 0.1259 0.2924 0.4314
H -0.1335 2.5292 -0.8080
C -0.8864 -2.5456 -1.9996
C 1.2278 0.2528 1.5273
H -1.9385 0.9286 0.4710
H -1.2829 0.7681 1.9818
N 0.3172 3.0966 1.1505
H -1.6596 -0.7188 0.8264
O 1.3477 3.3560 1.6965
H 3.3792 0.6745 1.6078
O 0.9287 0.3022 2.6692
H 3.0105 -0.9424 1.0529
C 2.6937 0.0867 1.0779
C 0.5095 2.3870 -0.0163
H 1.5393 2.2827 -0.2320
S 0.5642 -0.5321 -0.9676
C -0.9540 -1.0690 -1.8779
C -1.2507 0.2942 1.0082
H 2.8319 0.4491 0.0687
H -0.8948 -0.6591 -2.8945
H -3.0080 -3.0240 -1.4923
```

Atomic partial charges in e from the natural (NBO) method, atoms 1 to 6: -0.43, -0.36, 0.25, 0.20, 0.23, -0.18



ORCA calculation (ωB97M-V/def2-TZVPD) on a cluster of 3 separate species, C5H12FN2O in total at a distorted geometry.

Kohn-Sham gap (alpha / beta) = 5.7006 / 7.6012 eV
HOMO energy (alpha / beta) = -9.02 / -13.67 eV
Total charge = +1
Multiplicity = 3

The geometry in XYZ format:
```
21
C5H12FN2O (ωB97M-V/def2-TZVPD)
H 0.3413 1.6263 0.1270
N -1.9108 -1.1450 0.5591
C -1.8643 0.0195 0.5528
H 3.8859 0.3264 0.4773
H 1.1851 -0.5036 -1.7581
F -1.9582 0.2330 -2.2289
C 1.9308 -0.3571 -1.0016
C 2.8435 0.7475 0.8027
C -2.3217 -2.4922 0.6118
H -0.7294 2.8361 0.9980
N 1.7589 0.4074 -0.0090
C -0.6063 2.1193 0.2014
H -1.5180 -3.0498 0.3322
H 2.8423 -0.6920 -1.3494
H 2.6250 0.1696 1.8164
O -1.7066 1.2213 0.6820
H -3.1627 -2.5495 -0.0878
H 2.9908 1.8730 1.0915
H -1.4206 -0.2999 -2.8287
H -0.7526 2.3863 -0.7445
H -2.4524 -2.8766 1.7558
```

Atomic partial charges in e from the natural (NBO) method, atoms 1 to 6: 0.22, -0.30, 0.91, 0.28, 0.19, -0.58



ORCA calculation (ωB97M-V/def2-TZVPD) on a cluster of 12 separate species, C56H64F21NO14 in total at a distorted geometry.

Kohn-Sham gap (alpha / beta) = 7.5015 / 3.7673 eV
HOMO energy (alpha / beta) = -10.67 / -10.67 eV
Total charge = +1
Multiplicity = 2

The geometry in XYZ format:
```
156
C56H64F21NO14 (ωB97M-V/def2-TZVPD)
C -1.9202 1.0279 5.6520
C -4.7037 -1.2521 -3.3817
H -8.2548 3.7067 2.3406
C -1.0860 -1.2478 0.5242
F 1.4365 -0.8227 -2.3050
F -2.5043 -0.8465 4.3192
H 5.1950 0.4652 -3.1522
N -4.0772 -2.7661 -1.8521
C -0.5131 2.3478 7.1322
H -2.6804 -3.3270 3.0385
F -2.6749 1.6427 -1.6638
C 3.7828 2.6937 -4.6020
H -1.2277 3.1512 6.9530
H -5.5694 1.9828 5.1001
F -2.5650 -4.6334 -4.5201
C -5.7088 -1.3055 -2.4603
H -3.7836 1.8064 3.2502
C 5.5487 -0.2261 -2.4016
C -0.4257 5.0825 2.5656
H -1.4582 0.8669 0.5867
H 3.8115 3.9004 6.3876
F -1.5578 -6.4959 -4.7401
C 2.8383 -2.1736 1.7756
C 3.9638 2.9622 6.9211
H -5.6111 2.2095 -4.7978
H -6.6175 -0.7218 -2.4701
H -6.6483 3.4440 0.5290
H -0.2012 0.3134 1.7174
C 1.6377 2.1511 -5.5345
C -3.9150 -4.6643 1.8273
H 0.4146 6.9991 2.3999
H 7.0437 1.1116 -1.6499
H 3.8663 3.1892 7.9827
H -4.3959 2.5615 1.0234
C -3.6981 -2.1228 -3.0157
F -0.6415 1.7414 -2.3961
C -5.1285 2.6273 1.8142
H 6.0012 3.1309 7.3670
F -2.4796 -1.1748 6.4901
H -0.1966 -2.5913 -7.5911
H 3.8119 2.2009 -3.6301
H 1.9720 -3.7321 0.5784
C -6.9566 2.8879 3.8832
H -0.7077 5.2418 3.5959
H -4.9205 -6.1198 0.6068
H -1.0952 3.0108 -0.0721
C 1.9241 -2.8522 -7.0032
H -4.7977 -4.0436 1.8725
O -1.8655 1.6453 -5.0161
O -0.1438 -1.2924 -0.5487
O 2.9597 1.9510 -5.4339
F 0.3209 0.1132 -5.7979
H 5.6187 3.6814 -4.3949
C 0.3474 5.9958 0.4826
C -2.3525 2.0132 -3.9717
H 3.1673 -2.6852 -0.2831
O 5.1189 -3.2200 3.1245
H 0.6531 6.8482 -0.1058
O 0.0445 -3.9800 -6.1914
H -2.8229 -7.4864 0.3863
C -6.3772 3.1108 1.5200
H -4.4138 1.8862 -6.1739
C -5.6982 2.3783 4.1034
H -0.8027 2.1878 9.2157
F -0.5847 -4.7944 -3.8315
H 8.0091 -0.4956 -0.1024
C 7.1607 -0.8168 -0.6885
C -4.9895 2.6109 -5.5982
F 2.5185 -0.7664 4.6016
C 5.2324 2.8950 -5.0435
H -7.7064 2.8789 4.6604
C 0.8914 1.1337 -6.4947
H 0.6042 -4.1898 -8.1017
H 5.1433 3.2126 -6.0823
C 0.1708 6.0902 1.8699
H 0.5774 1.3968 8.6697
H 5.7254 1.9455 -4.8346
F 1.7781 0.4902 -7.2782
H -4.6196 4.3777 -4.4556
C -1.4158 -5.2030 -4.7647
C -4.7674 2.2330 3.1222
C -0.0961 -2.2646 -1.5104
C -0.8300 3.9026 1.9080
F 6.2623 -0.7321 4.1845
H 3.4213 3.7003 -4.3916
C 6.6312 0.1152 -1.5915
H -4.8139 -0.5172 -4.1654
H 0.3060 2.5718 6.4488
H -0.6440 -6.6590 1.4420
O 3.1455 1.9035 6.5287
O -1.9180 1.9160 4.8065
C 2.9293 -3.2143 0.6397
H -0.7051 -4.5995 2.8242
C -2.7735 -0.2845 5.5224
C -1.0507 -4.7700 -6.1915
C 5.4054 2.4317 6.7803
H -1.3200 3.1037 2.4448
F -1.7654 0.0652 -2.6688
C -3.9931 3.5913 -4.8766
C -1.5803 -4.9374 2.2893
H 0.5567 3.2931 8.7179
H 2.5319 -3.4847 -6.3563
H 5.3744 -3.5013 -1.6148
O -3.2937 2.9646 -3.7838
H 5.7986 2.6477 5.7869
C -1.8650 1.3635 -2.6492
C -0.0715 4.8361 -0.2324
C 0.9092 -1.9534 -2.6275
O 0.9917 2.9445 -4.8797
F -4.0254 -0.0335 5.5120
C 5.0925 -2.0659 2.6764
H -3.6326 -3.5573 -1.4089
H -1.9690 0.0622 2.0157
F 0.4842 -1.8998 -3.8593
F 1.2776 0.1597 6.0886
O 3.6051 1.9510 4.2568
H 4.1664 -1.7361 -2.9016
C 0.4969 -3.3995 -7.3586
C -5.2298 -2.1359 -1.3986
F 1.1230 0.7224 4.0030
H 2.4533 -2.7275 -7.9480
C 1.9660 0.3594 4.9469
H 2.1520 -1.3577 1.5484
H 2.4992 -2.5792 2.7288
F 6.0186 0.0809 2.1356
H -0.9685 -2.1760 1.0834
H 7.0230 -2.8890 -0.0766
C -1.1686 0.0737 1.2759
C -2.7505 -4.2350 2.4579
F 1.9260 -2.9026 -2.6783
C -0.6058 3.7710 0.5185
H -5.4954 3.1439 -6.4033
C -4.0057 -5.8298 1.1021
C 5.0190 -1.4967 -2.2834
H -2.7233 -2.2884 -3.4500
C -7.2746 3.3326 2.5970
H -5.6339 -2.4136 -0.4363
O -1.1546 1.0894 6.8158
F 7.3819 -1.5419 2.5190
C -1.5655 -6.1153 1.5892
H 5.6618 1.4365 7.1435
H 3.6854 -3.9730 0.8415
H 0.0665 4.8130 -1.3033
C 3.0051 1.4481 5.2016
H 1.7725 -1.8588 -6.5810
C 5.6080 -2.4516 -1.5144
C -2.7714 -6.5943 0.9928
H -3.3088 3.9769 -5.6324
H -2.0493 -1.4351 0.0496
C 6.6122 -2.0993 -0.6882
O 4.0810 -1.5262 1.9500
C 6.2030 -1.0042 2.8576
O -0.8525 -3.1939 -1.5506
C 0.0488 2.3429 8.5531
O -1.8064 -4.9819 -7.1212
F 0.0110 1.8193 -7.2083
```

Atomic partial charges in e from the Mulliken method, atoms 1 to 6: 0.39, -0.28, 0.34, -0.34, -0.15, -0.18